14
Properties=species:S:1:pos:R:3:forces:R:3 method="wB97M-V/def2-TZVPD" e_above_lowest_kj_mol=590.4 charge=0 largest_force_ev_per_a=6.36 homo_energy_ev=-7.61 spin_multiplicity=1 lumo_ev=0.97 gap_ev=8.6
C 1.317 -0.079 -0.466 -2.965 -2.774 0.404
C 0.546 -1.371 -0.678 0.172 2.734 -0.594
C -0.120 0.905 0.934 -0.937 0.847 0.407
C -0.441 -2.187 -1.482 -0.376 2.336 2.235
C -0.768 2.116 1.603 4.254 1.434 -4.504
N 0.912 -1.168 0.501 2.019 -0.479 -0.196
O 0.677 1.153 -0.077 -1.755 0.441 1.249
H 2.226 0.249 -0.850 1.930 -0.485 -0.301
H -1.450 -2.035 -0.933 1.530 -0.631 -0.990
H -0.005 -3.160 -1.336 -0.572 -0.816 -0.893
H -0.468 -1.667 -2.441 -0.108 -1.056 -0.249
H -1.182 2.814 0.818 0.034 -0.547 1.020
H 0.110 2.630 2.063 -0.464 0.024 -0.169
H -1.354 1.802 2.345 -2.762 -1.030 2.581